A 9-piece molecular cluster, C3H22NO10 overall in a non-equilibrium geometry, computed with ωB97M-V/def2-TZVPD.

The energy above the lowest of the compared OMol25 structures with the same formula, charge and spin is 272.3 kJ/mol. The total charge is -1. As for the HOMO energy: -0.2202 hartree.

Positions of all 36 atoms, in Å:
O 0.47543 -0.94722 -3.84532
C 0.07836 -0.47864 -2.82512
N -0.05277 -1.20371 -1.57021
C 0.53057 -2.50841 -1.47879
O 1.36098 -2.69541 -0.38866
C -0.55151 0.93052 -2.77459
H -0.35955 -0.76876 -0.80148
H 1.25564 -2.90066 -2.25408
H -0.30927 -3.14941 -1.25731
H 0.15059 1.64114 -3.30184
H -1.49345 0.92927 -3.47127
H -0.82366 1.26153 -1.76905
H -0.63222 2.38351 2.75863
H 0.25836 1.24925 3.39476
O 0.16868 2.13546 3.22841
H -0.26373 1.72692 0.48072
H -1.60879 1.02744 0.69610
O -1.26250 1.85564 0.31271
H -2.17063 2.12382 -1.11973
H -3.25658 1.45311 -1.16441
O -2.98756 2.22375 -1.64031
H 0.15934 -2.05434 2.02612
H 1.01440 -2.17821 0.49608
O 0.13849 -1.39129 1.27174
H 0.88395 -0.05447 1.22062
H 1.08153 1.36327 1.81531
O 1.19697 0.89631 1.03822
H -2.71440 -0.76389 1.85859
H -1.04875 -0.72657 1.57406
O -2.03887 -0.20292 1.72840
H 2.02676 0.65031 -0.66047
H 2.22969 -0.32279 -1.83297
O 2.60794 0.33895 -1.43335
H 2.56469 -0.16318 3.16384
H 1.61246 -1.25011 3.01066
O 1.77942 -0.43018 3.51401